# 1
C4H12 | wB97M-V/def2-TZVPD

Geometry as XYZ:
```
16
Properties=species:S:1:pos:R:3:forces:R:3:lowdin_charge:R:1
C 1.416 -0.055 -1.766 1.1766 -1.3532 -0.1870 -0.20
C 0.806 1.213 -1.238 1.5335 2.3844 0.8462 -0.21
H 2.360 0.128 -2.317 -0.2525 0.1787 0.5535 0.06
H 1.696 -0.724 -0.884 -0.5332 0.5637 -1.3769 0.08
H 0.845 -0.620 -2.544 -0.1032 0.4240 0.9832 0.07
H 1.333 1.545 -0.269 -0.5778 -0.5994 -1.3638 0.09
H -0.215 1.142 -0.952 -0.9960 -0.2580 0.0351 0.03
H 0.910 2.132 -1.893 -0.1670 -1.2422 0.3490 0.08
C -1.839 -0.625 1.545 -1.3466 -1.1903 4.6429 -0.21
C -0.361 -0.543 1.391 -0.1648 0.4119 -1.5285 -0.20
H -2.047 -0.451 2.729 -0.1905 0.9372 -2.8581 0.12
H -2.310 -0.094 0.769 -0.9459 1.7068 -0.2185 0.04
H -2.433 -1.548 1.529 1.1506 -0.8010 -0.5532 0.05
H -0.118 0.564 1.466 0.2437 -1.5548 0.0391 0.09
H -0.212 -0.886 0.351 0.8202 0.2573 0.4788 0.05
H 0.168 -1.180 2.084 0.3528 0.1349 0.1582 0.06
```
Positions in Å, forces in eV/Å.

Properties
- SMILES: CC.CC
- Orbital gap: 11.8 eV
- E_tot: -4341.359 eV
- Energy relative to the best compared isomer or geometry (same formula, charge and spin): 1.169 eV

=====

# 2
C4H5NO | wB97M-V/def2-TZVPD

Geometry as XYZ:
```
11
Properties=species:S:1:pos:R:3:forces:R:3:lowdin_charge:R:1
C 1.583 0.841 0.425 0.6581 0.6398 0.9153 0.14
N -0.843 0.966 -0.883 -0.2993 0.0746 -0.1157 0.13
C 1.176 -0.279 -0.312 -3.1530 -0.5510 -0.8970 -0.40
C -0.588 -0.186 -0.336 3.8509 1.2283 -0.7012 -0.37
C -1.371 -1.072 0.332 -1.0178 -1.2600 0.3300 0.10
O 1.857 -1.072 -0.932 -0.3203 0.0913 0.4830 0.08
H -1.830 1.219 -0.958 -0.0984 -0.3379 0.1990 0.06
H 0.840 1.496 0.852 0.0674 -0.0313 -0.0343 0.06
H 2.619 1.016 0.679 0.1291 -0.0593 -0.2260 0.07
H -1.059 -2.091 0.503 0.2755 0.0409 0.1975 0.07
H -2.385 -0.839 0.631 -0.0921 0.1645 -0.1506 0.06
```
Positions in Å, forces in eV/Å.

Properties
- Orbital gap (spin up / spin down): 7.8 / 7.5 eV
- E_tot: -7762.086 eV
- Energy relative to the best compared isomer or geometry (same formula, charge and spin): 4.440 eV

=====

# 3
C52H61F32NO10 | wB97M-V/def2-TZVPD

Geometry as XYZ:
```
156
Properties=species:S:1:pos:R:3:forces:R:3:lowdin_charge:R:1
C 9.682 9.500 1.541 -0.6929 -0.0846 0.2974 -0.12
O 8.965 8.852 0.486 0.8633 0.5305 -0.2549 -0.22
C 9.581 9.118 -0.791 -0.0519 -1.4444 0.2512 -0.22
C 8.900 8.150 -1.818 0.5257 -0.0326 -0.7902 -0.17
C 8.215 8.860 -3.046 -0.2093 0.5431 0.8168 -0.20
C 6.870 8.209 -3.530 0.8816 0.1766 -0.8519 -0.14
C 6.887 6.669 -3.643 -1.1957 -1.7551 -0.0235 -0.12
C 8.070 5.871 -3.884 -0.2396 0.1131 0.2142 -0.02
C 8.091 4.446 -3.987 -1.9143 0.7302 0.3347 -0.01
C 6.847 3.704 -3.888 0.5980 1.1692 -0.1087 -0.13
C 6.906 2.162 -4.002 -0.3538 0.2072 -0.0299 -0.10
C 7.615 1.462 -2.782 0.4227 -1.3795 -1.1426 -0.42
C 7.198 -0.055 -2.782 0.1580 0.1139 0.5862 -0.06
O 7.308 2.043 -1.516 0.3682 0.1199 -0.5005 -0.05
C 5.655 4.469 -3.689 0.2158 0.5099 0.0889 -0.01
C 5.640 5.924 -3.543 1.2185 -0.7008 -0.1822 0.01
C 4.272 6.620 -3.283 0.2251 -1.9903 0.6779 -0.26
O 3.998 7.707 -3.710 -0.0056 0.4416 -0.0593 0.11
C 3.284 5.787 -2.429 -0.9169 -1.1431 0.8668 -0.02
C 2.349 6.353 -1.501 0.2309 -0.5391 0.4006 -0.14
C 2.208 7.879 -1.299 -1.0629 -0.3945 -0.1012 -0.13
C 0.955 8.353 -2.169 -0.3279 -0.7722 0.3250 -0.18
C -0.268 8.780 -1.280 -0.1491 1.1545 -0.7540 -0.18
C -0.024 10.188 -0.626 -0.0914 -1.2944 -0.8312 -0.26
O -1.267 10.727 -0.178 0.9314 0.6514 0.4484 -0.21
C -1.006 12.066 0.298 -0.0705 -0.3722 0.0398 -0.11
C 1.497 5.467 -0.716 1.0595 -0.6904 -1.0651 0.04
C 1.559 4.044 -0.848 -0.1124 -0.3236 -1.0154 -0.12
C 0.706 3.045 -0.001 1.4328 0.8271 0.1472 -0.11
C 1.560 2.770 1.329 -0.5056 0.1480 -0.2056 -0.17
C 1.759 1.246 1.642 0.1554 0.4806 0.0068 -0.20
C 3.046 0.603 1.021 0.0690 -0.2211 0.4271 -0.19
C 4.375 1.367 1.315 0.3211 -0.1543 -0.5172 -0.29
N 4.714 1.464 2.759 0.1827 0.0078 -0.4744 -0.01
C 2.475 3.445 -1.817 -0.1360 2.4856 0.2985 -0.18
O 2.551 2.065 -1.978 0.3197 0.9673 0.5923 0.03
C 3.297 4.338 -2.569 0.6326 0.3708 -0.0291 0.01
C 4.292 3.770 -3.617 -0.6891 0.9898 1.1548 -0.27
O 3.924 2.865 -4.316 0.5843 -0.2493 -0.4215 0.13
H 10.784 9.468 1.372 -0.7039 0.1532 0.0862 0.09
H 9.292 10.543 1.629 0.6574 -0.5435 0.0607 0.09
H 9.446 8.951 2.484 0.1823 0.4534 -0.7136 0.09
H 9.525 10.199 -1.068 -0.0361 -0.7008 0.1546 0.12
H 10.653 8.792 -0.687 -0.7073 0.6661 -0.2164 0.12
H 8.203 7.448 -1.295 0.4427 0.8379 -0.2498 0.13
H 9.706 7.492 -2.238 -0.6656 0.4716 0.5148 0.10
H 7.952 9.898 -2.701 0.1489 -0.8307 -0.4214 0.11
H 8.961 9.019 -3.868 -0.6955 -0.3811 0.5637 0.11
H 6.021 8.605 -2.924 0.7286 -0.6853 -0.3417 0.11
H 6.685 8.598 -4.569 -0.0289 -0.2885 0.8787 0.13
H 9.035 6.419 -3.964 -0.8218 -0.5397 0.0025 0.11
H 9.040 3.895 -4.141 -0.6693 0.5234 0.0717 0.12
H 7.427 1.940 -4.971 -0.2120 -0.0370 0.9578 0.13
H 5.901 1.685 -4.100 0.6933 0.7839 0.0849 0.10
H 8.729 1.445 -2.947 -0.8581 0.3189 0.2377 0.14
H 7.625 -0.566 -1.883 -0.2734 0.4698 -0.7100 0.08
H 6.093 -0.196 -2.742 0.6900 0.2845 -0.0613 0.08
H 7.581 -0.592 -3.681 -0.2627 0.5646 0.5269 0.08
H 7.961 2.750 -1.382 -0.5031 -0.1920 0.0571 0.10
H 3.139 8.433 -1.540 -0.6777 -0.4257 0.1062 0.11
H 1.926 8.072 -0.232 0.5037 -0.2087 -0.7516 0.11
H 1.233 9.128 -2.918 -0.2086 -0.3489 0.6572 0.11
H 0.600 7.465 -2.756 0.4345 0.7860 0.3394 0.11
H -0.544 8.016 -0.518 0.4113 0.4800 -0.4312 0.11
H -1.170 8.898 -1.940 0.7639 -0.1480 0.5095 0.12
H 0.718 10.034 0.204 -0.5983 0.5863 -0.4636 0.12
H 0.398 10.873 -1.413 -0.0973 -0.5520 0.6878 0.13
H -1.005 12.789 -0.559 0.1842 -0.5337 0.7051 0.09
H -0.012 12.030 0.813 -0.7757 0.5214 -0.2997 0.09
H -1.796 12.360 1.022 0.4890 -0.2839 -0.5237 0.09
H 0.776 5.889 0.019 0.6779 -0.2374 -0.6426 0.12
H -0.286 3.473 0.271 0.7081 -0.3167 -0.3514 0.11
H 0.592 2.112 -0.594 -0.0536 0.6474 0.5033 0.11
H 2.539 3.307 1.236 -0.7663 -0.5755 0.0818 0.10
H 1.021 3.307 2.154 0.4852 -0.6986 -0.5027 0.11
H 0.856 0.701 1.279 0.7172 0.3334 0.3748 0.08
H 1.820 1.113 2.748 -0.0632 0.0184 -0.7657 0.11
H 3.149 -0.419 1.476 -0.0573 0.8159 -0.3698 0.11
H 2.954 0.429 -0.080 -0.0614 0.2964 0.7954 0.10
H 4.398 2.392 0.862 -0.1995 -0.8186 0.0766 0.10
H 5.207 0.796 0.823 -0.7567 0.4845 0.2481 0.11
H 5.704 1.234 2.835 -0.3543 0.1175 0.2606 0.06
H 4.623 2.427 3.078 -0.0594 -0.2868 -0.0287 0.06
H 3.418 1.808 -1.616 -0.3772 -0.1095 -0.3202 0.10
F 0.880 -1.763 4.396 0.0275 -0.1636 0.0098 0.09
C 1.305 -3.014 4.655 0.6782 0.1536 0.4108 -0.30
F 2.637 -3.034 4.400 -0.1167 -0.2379 -0.1080 0.09
C 0.595 -4.067 3.804 -0.4242 -0.0526 -0.8380 -0.43
F 0.894 -3.912 2.494 0.1093 0.1439 0.1356 0.13
F 1.100 -5.285 4.161 -0.0087 0.1802 0.4021 0.11
C -0.935 -4.160 3.960 -0.4706 -0.5169 0.1306 -0.05
O -1.731 -3.471 2.997 0.6544 0.8346 0.0444 0.04
C -1.969 -2.111 3.192 -0.4068 -1.1955 0.8012 -0.52
F -1.604 -1.757 4.438 -0.0833 0.4173 -0.2087 0.14
F -3.309 -1.950 3.132 0.1185 0.2363 -0.3359 0.15
C -1.320 -1.241 2.112 0.2560 0.3776 -0.5857 -0.27
F 0.010 -1.447 2.041 -0.2226 -0.1803 0.0435 0.09
F -1.506 0.073 2.387 -0.2322 -0.1466 0.2084 0.10
H 1.168 -3.221 5.721 -0.1229 -0.0722 -0.0333 0.17
H -1.187 -5.209 3.804 0.1532 0.0583 -0.1563 0.13
H -1.259 -3.946 4.980 0.1861 0.2154 -0.0641 0.14
H -1.749 -1.456 1.131 -0.1521 -0.1164 0.1044 0.18
F -6.315 -5.828 3.975 -0.0042 -0.1495 0.0152 0.09
C -6.636 -7.055 3.514 -0.6403 0.0962 -0.4823 -0.31
F -7.991 -7.123 3.502 0.0879 -0.2394 0.1614 0.10
C -6.061 -8.177 4.377 0.1430 -0.0889 0.8695 -0.43
F -6.606 -8.166 5.616 -0.0490 0.1495 -0.1079 0.13
F -6.440 -9.360 3.813 0.0967 0.2329 -0.3561 0.11
C -4.527 -8.220 4.506 0.5518 -0.6220 -0.1582 -0.04
O -3.946 -7.618 5.663 -0.6491 0.9303 -0.0695 0.05
C -3.731 -6.243 5.642 0.3727 -1.2952 -0.8112 -0.51
F -3.876 -5.780 4.384 0.1184 0.5094 0.2515 0.13
F -2.427 -6.059 5.958 -0.1240 0.2224 0.3488 0.13
C -4.594 -5.492 6.659 -0.4032 0.3377 0.5373 -0.28
F -5.906 -5.730 6.470 0.2132 -0.1059 -0.0014 0.10
F -4.408 -4.156 6.538 0.2910 -0.1201 -0.1667 0.10
H -6.293 -7.147 2.486 0.0916 -0.1775 0.1238 0.13
H -4.268 -9.275 4.603 -0.1641 0.0367 0.1519 0.15
H -4.029 -7.894 3.591 -0.2282 0.1841 0.0252 0.14
H -4.339 -5.792 7.678 0.1774 -0.0905 -0.0847 0.18
F -5.822 -7.085 -2.720 -0.0238 0.1501 -0.1300 0.08
C -5.999 -6.134 -3.662 0.0241 -0.4245 -0.7571 -0.29
F -5.148 -6.424 -4.676 -0.0109 0.2626 0.0935 0.10
C -5.724 -4.726 -3.135 0.5633 0.4496 0.6124 -0.44
F -4.422 -4.580 -2.800 -0.0720 -0.2238 -0.0720 0.13
F -5.944 -3.859 -4.164 -0.3461 -0.2946 -0.0678 0.11
C -6.599 -4.253 -1.961 -0.4797 0.6521 0.1165 -0.04
O -6.057 -4.383 -0.648 0.4092 -1.0389 -0.2348 0.05
C -6.171 -5.613 -0.009 -1.0125 1.2381 -0.4254 -0.50
F -7.040 -6.398 -0.677 0.2288 -0.1935 0.3652 0.12
F -6.747 -5.357 1.189 0.4181 -0.1906 -0.0256 0.15
C -4.813 -6.285 0.219 0.7334 -0.1134 0.0386 -0.26
F -4.144 -6.454 -0.936 -0.1532 0.1137 0.1489 0.11
F -4.979 -7.517 0.768 -0.2576 0.0745 0.0522 0.09
H -7.019 -6.208 -4.054 -0.0407 0.0995 0.0894 0.18
H -6.713 -3.176 -2.091 0.2209 -0.0396 -0.0239 0.15
H -7.615 -4.649 -2.019 0.1663 -0.2282 -0.0548 0.15
H -4.193 -5.683 0.887 -0.1852 0.1139 0.0622 0.18
F -8.980 -12.115 -1.602 -0.1771 -0.0043 0.0010 0.09
C -10.310 -12.329 -1.610 -0.0171 -0.7518 -0.2587 -0.30
F -10.598 -12.956 -2.779 -0.1940 0.1956 0.0453 0.09
C -11.116 -11.035 -1.500 0.0945 0.8941 -0.2244 -0.44
F -10.929 -10.254 -2.589 0.1104 -0.1996 -0.0039 0.13
F -12.437 -11.379 -1.509 0.1481 -0.3343 0.2436 0.10
C -10.888 -10.190 -0.233 -0.4616 0.3206 0.5831 -0.04
O -9.972 -9.101 -0.327 0.6939 -0.6124 -0.5732 0.05
C -8.612 -9.372 -0.178 -1.1058 -0.1350 0.8832 -0.51
F -8.445 -10.618 0.305 0.4475 0.1302 -0.1004 0.14
F -8.164 -8.533 0.783 0.2268 0.0857 -0.2864 0.14
C -7.819 -9.120 -1.464 0.3884 0.1113 -0.6319 -0.29
F -8.297 -9.845 -2.498 -0.1017 0.0810 0.1669 0.10
F -6.523 -9.475 -1.298 -0.1392 0.0199 0.3613 0.11
H -10.564 -13.013 -0.795 -0.0414 0.1141 0.0768 0.17
H -11.844 -9.709 -0.022 0.0323 0.0312 -0.2242 0.15
H -10.687 -10.809 0.643 0.1760 -0.1273 -0.2119 0.15
H -7.858 -8.069 -1.744 -0.1328 -0.0401 0.1644 0.14
```
Positions in Å, forces in eV/Å.

Properties
- SMILES: COCCCCc1ccc(C[C@H](C)O)c2c1C(=O)c1c(CCCCOC)cc(CCCCCN)c(O)c1C2=O.FC(F)C(F)(F)COC(F)(F)C(F)F.FC(F)C(F)(F)COC(F)(F)C(F)F.FC(F)C(F)(F)COC(F)(F)C(F)F.FC(F)C(F)(F)COC(F)(F)C(F)F
- Orbital gap: 8.3 eV
- E_tot: -163834.571 eV

=====

E_tot of number 3 (C52H61F32NO10)? -163834.571 eV

=====

What is the formula in the second record? C4H5NO

=====

Look up the E_tot of the third one. -163834.571 eV